Below is a structure of composition C22H17CoN7O3S6 at a distorted geometry, with properties calculated with wB97M-V/def2-TZVPD.

The LUMO energy (spin up / spin down) comes out at -0.125 / -0.132 eV. The gap between HOMO and LUMO (spin up / spin down) comes out at 4.216 / 4.181 eV. The value obtained for the HOMO energy (spin up / spin down) is -0.160 / -0.158 hartree. The total charge is -1.

Positions of all 56 atoms, in Å:
Co -0.60276 -0.88146 -0.86894
S -0.33692 -1.34071 -3.35970
S -2.07451 -1.63624 -4.22294
S -1.04809 -4.46645 -2.83184
S -2.83613 -1.16016 -0.67310
S -2.42451 -3.80382 -4.01719
S -1.86607 7.28842 2.98687
O -2.97056 8.15966 2.63323
O -2.23574 6.03585 3.61103
O -0.69579 7.93629 3.54774
N -0.70954 1.00719 -1.00049
N -0.45825 -2.53256 -0.06006
N 1.35302 -0.96450 -0.88718
N -1.50512 -3.15622 0.48572
N -3.77553 -3.14307 0.82099
N -0.87747 7.82473 0.57288
N -1.24462 5.54593 1.01134
C -1.02709 2.84755 0.49610
C -0.55598 3.24998 -1.81296
C 3.10474 -2.60701 -0.64225
C 2.21279 -0.19785 -1.55369
C -0.79485 3.78593 -0.53125
C 1.07955 -4.09403 1.07410
C -0.52138 1.88764 -1.99384
C -0.80815 5.18941 -0.22463
C 0.59317 -6.30471 1.90498
C 1.78833 -2.17301 -0.41805
C 3.96449 -1.81370 -1.35678
C 0.30235 -5.25236 1.06050
C -0.37470 6.20930 -1.09717
C 3.51466 -0.56863 -1.81288
C -1.24705 6.80250 1.30038
C -0.43012 7.50813 -0.64803
C 2.44799 -5.08315 2.80153
C 0.77686 -2.96045 0.20601
C 2.15272 -4.02213 1.97015
C -0.97381 1.50942 0.22526
C -2.66350 -2.61203 0.25937
C 1.66848 -6.22918 2.77841
H -0.52122 -5.31523 0.36813
H 3.28583 -5.01149 3.48399
H 2.74237 -3.11791 2.02914
H 1.84084 0.75334 -1.90971
H -0.10597 8.34109 -1.25544
H 4.16303 0.08210 -2.37621
H -0.42333 3.89807 -2.66542
H -0.34293 1.46018 -2.97309
H 4.96853 -2.14341 -1.57114
H -4.66646 -2.78197 0.52908
H 0.01264 5.97476 -2.07508
H 1.89090 -7.05196 3.44196
H -0.02344 -7.19168 1.88015
H -1.15478 0.78084 1.01134
H 3.40122 -3.58538 -0.29936
H -1.24514 3.21120 1.48588
H -3.72298 -4.08706 1.16215

Cartesian forces, eV/Å:
-0.3 -0.1 -1.5
-1.0 0.0 0.9
0.8 -0.6 0.2
0.5 -0.2 0.2
0.2 0.0 0.1
-0.4 0.9 -0.1
0.3 -0.3 -0.9
-0.1 0.1 0.2
-0.1 0.0 0.2
0.0 0.1 0.2
-0.1 1.2 0.1
1.3 -0.7 0.4
0.5 -0.9 0.2
0.2 -1.3 0.9
0.4 -0.2 -0.1
0.8 0.5 -1.9
0.4 -2.3 -1.8
0.1 0.9 -0.4
-0.2 0.7 0.8
-0.7 -0.1 0.2
0.0 0.2 -0.1
0.0 -2.3 -0.5
0.2 -0.4 0.4
0.0 -0.6 0.0
0.0 2.9 0.7
0.1 -0.1 0.1
0.9 1.1 -0.9
-0.2 0.8 -0.3
0.0 0.1 -0.3
-0.1 -1.4 0.1
0.3 -0.5 0.2
-1.0 1.2 2.8
-0.3 0.5 0.9
0.1 -0.1 0.2
-2.5 -0.1 0.2
-0.2 0.1 -0.2
0.1 -0.4 -0.2
-0.3 1.2 -0.6
-0.1 0.0 -0.1
-0.1 0.0 0.0
0.0 0.0 0.0
0.1 0.0 0.0
-0.1 0.0 0.0
0.1 0.0 -0.2
0.0 0.1 0.0
0.1 0.0 -0.1
0.0 -0.1 0.0
0.1 0.0 0.0
0.1 0.0 0.0
0.0 0.0 -0.2
0.0 -0.1 0.0
0.0 -0.1 0.0
0.0 0.1 -0.1
0.0 0.0 0.0
0.0 0.0 0.2
0.0 0.0 0.0

Below is a structure of composition C27H24F12N6O2PdS at a distorted geometry, with properties calculated with wB97M-V/def2-TZVPD.

The LUMO energy (spin up / spin down) comes out at 0.359 / -3.388 eV. The spin multiplicity is 5. The value obtained for the relative energy (zero: lowest compared OMol25 entry of this formula, charge and spin) is 182.72 kJ/mol. The gap between HOMO and LUMO (spin up / spin down) comes out at 8.767 / 5.063 eV. The value obtained for the HOMO energy (spin up / spin down) is -0.309 / -0.311 hartree. The total charge is 0.

Positions of all 73 atoms, in Å:
Pd -0.78155 -0.56423 -0.11116
S -0.63855 -2.68903 1.22874
F 2.36105 -1.04793 -3.36536
F -4.91525 1.19607 0.27754
F -4.76845 2.24377 2.13224
F -1.33045 0.06577 2.48774
F 3.77435 -1.55673 -0.17576
F -3.08245 -0.85693 1.67014
F 0.36085 -0.79973 -2.60576
F -4.10345 3.19267 0.32804
F 1.61125 -2.37313 -1.84946
F 4.03925 0.56537 0.04494
F 4.39125 -0.37893 -1.84686
F -3.26155 0.55497 3.29924
O -2.42115 0.93107 -0.13076
O 1.40905 -0.58323 0.02144
N -0.13995 -4.73053 -0.39416
N 1.58625 -4.11463 1.03514
N -6.86155 -2.07493 -1.06946
N -2.21195 -1.41903 -1.46966
N 0.00925 1.64417 0.05774
N -4.44455 -2.08003 -0.89016
C 2.39635 3.12307 -3.02666
C 0.14925 4.34817 2.51694
C 2.57705 1.81657 -2.57056
C 0.51395 3.46967 1.52674
C 0.79935 2.07447 -0.94896
C -0.39565 2.51467 1.01344
C 3.27655 3.70017 -4.08456
C 0.59365 3.37917 -1.46636
C 1.63035 -1.09003 -2.24786
C -2.63035 0.30767 2.15264
C -3.34735 -1.61243 -1.19806
C 1.37125 3.88687 -2.47246
C -2.68725 1.44277 1.07394
C -4.13205 2.01817 0.96954
C 0.35625 -3.91323 0.55144
C 0.10235 -6.15493 -0.43286
C -1.14195 4.33537 3.03824
C -1.69255 2.48797 1.58064
C 2.05315 -3.40033 2.20214
C 1.80955 1.28037 -1.55096
C 2.05985 -0.15673 -1.07226
C -5.70995 -2.01473 -1.01766
C -2.03945 3.37607 2.57374
C -1.58805 5.32147 4.06314
C 3.57565 -0.37683 -0.78006
C -1.24465 -4.31693 -1.22506
C 2.63295 -4.71893 0.23864
H -1.51205 4.89247 5.06344
H 0.86575 5.06747 2.88794
H 2.50115 -2.44423 1.92034
H 2.31595 -4.79063 -0.79736
H -2.62805 5.58787 3.88994
H 1.19675 4.89107 -2.83356
H 3.35795 1.22907 -3.02776
H 1.52255 3.47107 1.14174
H 1.21435 -3.20513 2.86694
H -1.18465 -3.24383 -1.41286
H 0.61755 -6.44823 -1.35006
H -3.03455 3.35777 2.99004
H 4.29205 3.32497 -3.98706
H -0.23035 3.95197 -1.06796
H -0.86615 -6.66053 -0.41506
H -1.18155 -4.84863 -2.17456
H 3.51485 -4.07813 0.27824
H 2.79175 -4.01643 2.71654
H 2.89985 -5.71023 0.61214
H -0.98175 6.22107 4.02644
H 3.29015 4.78467 -4.00846
H 2.90515 3.43127 -5.07446
H 0.67065 -6.48463 0.43054
H -2.20755 -4.53273 -0.75636

Cartesian forces, eV/Å:
0.3 0.4 0.0
-0.6 0.6 -0.2
0.2 0.2 0.0
0.1 -0.2 0.0
0.2 0.0 0.3
-0.1 0.2 0.1
-0.1 -0.2 0.1
-0.4 0.2 0.1
0.3 0.1 0.0
0.1 0.2 -0.2
0.2 -0.2 0.1
-0.1 0.2 0.2
-0.1 0.1 -0.3
-0.1 0.1 0.0
0.6 -0.7 -0.5
-1.0 0.0 0.4
0.3 0.2 0.3
-0.4 0.1 -0.3
-0.5 0.1 -0.1
1.2 0.8 -0.1
-0.5 -1.0 -0.1
1.4 -0.4 0.5
-0.1 -0.1 0.2
-0.1 0.1 0.0
-0.1 0.3 0.0
0.1 -0.3 -0.2
0.8 0.4 -0.9
-0.4 0.6 0.9
0.0 0.0 -0.1
-0.2 -0.3 0.2
-0.5 -0.4 -0.3
0.1 -0.6 0.3
-0.5 -0.3 0.0
0.2 -0.1 0.0
-0.1 -0.1 1.0
-0.5 0.1 -0.2
0.2 -0.1 -0.1
0.2 -0.3 0.0
0.0 -0.1 -0.1
-0.1 -0.2 -0.3
0.1 0.3 0.5
-0.1 -0.1 0.3
0.3 -0.3 -0.8
-1.2 0.2 -0.2
0.3 0.1 -0.1
0.0 0.0 0.1
0.3 -0.1 0.2
-0.3 0.5 -0.2
0.2 -0.3 -0.2
0.0 0.0 0.1
0.1 0.0 0.0
0.0 0.0 0.0
0.0 0.0 0.0
-0.1 0.1 0.1
0.0 0.0 0.0
0.0 -0.1 0.0
0.1 0.0 0.0
0.2 0.0 0.0
-0.1 -0.4 -0.1
0.1 0.0 0.0
-0.1 0.0 0.0
0.1 0.0 -0.1
0.0 0.1 0.0
0.0 0.0 0.0
0.0 0.0 0.0
-0.1 0.0 0.0
0.0 0.0 0.0
0.0 0.0 0.0
0.0 0.1 0.1
0.1 0.1 -0.1
0.0 0.0 -0.1
0.1 0.0 0.0
0.0 0.0 0.0

The highest total charge belongs to which entry? C27H24F12N6O2PdS